Entry 1:
A structure of composition C33H20AsN4ORuS5Se. Source: OMol25; level of theory: ωB97M-V/def2-TZVPD.

Calculated values
**Energy above the lowest of the compared OMol25 structures with the same formula, charge and spin**: 0.00 kJ/mol
**Spin multiplicity**: 2
**Orbital gap (spin up / spin down)**: 5.81 / 5.54 eV
**Net charge**: 0
**Expectation value of S²**: 0.764
**HOMO (spin up / spin down)**: -7.0 / -7.0 eV

XYZ file:
```
66
Properties=species:S:1:pos:R:3:mulliken_charge:R:1
Ru -0.13484 0.14095 0.24117 0.65
S 1.41653 -1.66196 -0.00188 -0.51
C 2.91874 -1.15761 0.76168 0.64
C 3.94427 -2.10965 0.88816 -0.78
C 5.15222 -1.78367 1.46897 -0.60
C 5.39056 -0.49676 1.94983 -0.84
C 4.39706 0.45513 1.82968 -0.12
C 3.17310 0.13434 1.24275 -0.17
As 1.74323 1.39632 0.98799 1.57
C 1.60178 2.45962 2.61190 0.40
C 2.63957 3.30692 2.99654 -0.25
C 2.53360 4.06768 4.15071 -0.82
C 1.38385 3.99751 4.92608 -0.53
C 0.33756 3.17496 4.53829 -0.92
C 0.44639 2.41061 3.38398 -0.13
C 2.45436 2.74443 -0.20221 0.22
C 3.47695 2.43350 -1.08991 -0.46
C 3.88777 3.37175 -2.02739 -0.69
C 3.27095 4.61345 -2.08657 -0.51
C 2.24296 4.92165 -1.20590 -0.79
C 1.83397 3.98866 -0.26392 -0.51
H 3.76862 -3.11236 0.51932 0.44
H 5.92254 -2.54053 1.55246 0.36
H 6.33758 -0.24608 2.40871 0.42
H 4.57158 1.45958 2.19618 0.19
H 3.52411 3.39623 2.37736 0.27
H 3.34506 4.72306 4.43994 0.41
H 1.29954 4.59546 5.82442 0.38
H -0.57040 3.13578 5.12648 0.45
H -0.38512 1.79588 3.06547 0.24
H 3.94818 1.45783 -1.05415 0.43
H 4.68625 3.12897 -2.71667 0.42
H 3.58601 5.33984 -2.82459 0.39
H 1.75326 5.88623 -1.25558 0.46
H 1.02735 4.22969 0.41997 0.53
O -1.22976 5.66586 -3.64264 -0.57
C -1.10955 4.66681 -2.99449 0.63
S -1.83193 4.44883 -1.38318 -0.11
C -1.19329 2.85132 -1.08094 0.05
C -0.39409 2.30475 -2.07284 0.41
S 0.35019 0.79186 -1.92912 -0.42
S -0.14659 3.26808 -3.50934 -0.09
S -1.55022 2.06191 0.37694 -0.43
Se -5.48190 -4.34387 3.48245 0.25
N -3.97495 -3.61154 4.08642 -0.85
C -3.43264 -2.97184 3.08703 0.97
C -2.18188 -2.22725 3.19175 0.34
C -1.41925 -2.18286 4.35405 -0.86
C -0.23743 -1.47593 4.33572 -1.30
C 0.12511 -0.78816 3.18502 -0.36
N -0.62219 -0.77158 2.08256 0.94
C -1.73385 -1.53566 2.06601 -0.44
C -2.42163 -1.64756 0.78376 0.10
N -1.82286 -1.05158 -0.26388 0.35
C -2.40217 -1.12946 -1.45710 -0.20
C -3.59992 -1.80349 -1.66485 -0.97
C -4.21292 -2.43121 -0.60281 -0.62
C -3.61127 -2.36202 0.65055 0.10
C -4.15006 -3.02349 1.83362 0.90
N -5.26287 -3.70426 1.83537 -0.86
H -1.75478 -2.71565 5.23339 0.53
H 0.41164 -1.43920 5.19881 0.51
H 1.05013 -0.23181 3.15189 0.40
H -1.88146 -0.63679 -2.26743 0.38
H -4.02875 -1.82926 -2.65626 0.44
H -5.13942 -2.97697 -0.71934 0.54
```

Entry 2:
The ion C6H15N2 with charge +1. Source: OMol25; level of theory: ωB97M-V/def2-TZVPD.

Calculated values
**Structure (SMILES)**: C[C@H]([NH3+])CC/C=C/N
**Energy above the lowest of the compared OMol25 structures with the same formula, charge and spin**: 282.87 kJ/mol
**Orbital gap**: 7.86 eV
**Net charge**: +1
**HOMO**: -11.2 eV

XYZ file:
```
23
Properties=species:S:1:pos:R:3:mulliken_charge:R:1
C -0.28120 2.38016 1.83645 -1.56
C -0.16921 1.08130 1.03701 0.32
N 1.06773 0.32804 1.46380 -0.16
C -0.13825 1.09948 -0.46616 -1.14
C -1.05278 -0.00815 -1.08486 -0.88
C -0.29961 -1.23415 -0.98722 -0.36
C 0.06907 -2.04489 -1.94493 0.07
N 0.72392 -3.20480 -1.62911 -0.41
H -1.24476 2.87980 1.48912 0.36
H -0.54160 2.08929 2.81223 0.49
H 0.59558 3.02559 1.97852 0.40
H -1.02128 0.50929 1.14897 0.36
H 1.78262 0.97330 1.94029 0.40
H 1.47758 0.12119 0.65827 0.28
H 0.86639 -0.45591 2.08062 0.37
H -0.64448 1.96879 -0.93188 0.33
H 0.84958 1.11542 -0.88716 0.51
H -1.10721 0.39643 -2.10207 0.39
H -1.95401 0.04682 -0.56646 0.40
H -0.19563 -1.66636 0.05679 0.14
H -0.35209 -1.97251 -2.97568 0.30
H 0.55301 -4.05426 -2.20230 0.22
H 1.01664 -3.37385 -0.72422 0.17
```

Entry 3:
A structure of composition C11H4Cl5MnNO2S. Source: OMol25; level of theory: ωB97M-V/def2-TZVPD.

Calculated values
**Spin multiplicity**: 5
**Orbital gap (spin up / spin down)**: 7.11 / 4.01 eV
**Net charge**: -1
**Expectation value of S²**: 6.339
**HOMO (spin up / spin down)**: -4.4 / -1.3 eV

XYZ file:
```
25
Properties=species:S:1:pos:R:3:mulliken_charge:R:1
Mn 0.31360 0.10436 0.22369 -0.09
Cl 4.30133 -0.01958 -5.69004 -0.23
C 3.09555 -0.29841 -4.48095 0.39
C 3.13890 0.37797 -3.26232 -0.13
Cl 4.40860 1.50983 -2.95283 -0.20
C 2.17564 0.14810 -2.30301 0.47
Cl 2.18703 0.97240 -0.75031 -0.18
C 1.10650 -0.76956 -2.47666 0.16
O 0.22645 -0.97950 -1.57635 -0.81
C 1.09431 -1.43636 -3.73406 0.30
Cl -0.18885 -2.55916 -4.00832 -0.20
C 2.05830 -1.20722 -4.70154 0.00
Cl 1.98663 -2.05089 -6.20614 -0.21
O -1.23158 1.15135 1.12481 -0.73
N -1.69265 0.81854 2.30992 0.66
C -2.76289 1.49963 2.77020 -0.19
C -3.30877 1.25145 4.00125 -0.71
C -2.74264 0.25701 4.79860 -0.09
C -1.65997 -0.44111 4.31738 -0.78
C -1.10823 -0.17733 3.05207 0.45
S 0.24197 -1.03527 2.45156 -0.36
H -3.13669 2.24608 2.08671 0.39
H -4.16473 1.82344 4.32924 0.36
H -3.14434 0.03767 5.77942 0.36
H -1.19346 -1.22344 4.89768 0.36
```

Entry 4:
A structure of composition C21H32BF9N4O3P2RbS. Source: OMol25; level of theory: ωB97M-V/def2-TZVPD.

Calculated values
**Energy above the lowest of the compared OMol25 structures with the same formula, charge and spin**: 17.46 kJ/mol
**Orbital gap**: 6.25 eV
**Net charge**: -1
**HOMO**: -4.3 eV

XYZ file:
```
74
Properties=species:S:1:pos:R:3:mulliken_charge:R:1
Rb -1.47812 -0.84718 -0.62106 0.76
C -4.68891 2.01953 -2.04760 -1.35
C -4.57136 1.04412 -0.90810 0.90
C -4.78943 -0.31839 -1.12147 -0.17
C -4.67443 -1.22976 -0.08181 -0.67
C -4.33615 -0.79733 1.19540 -0.19
C -4.10081 0.55174 1.41515 -0.37
C -4.21787 1.46188 0.37049 -0.34
H -4.02429 1.73886 -2.86641 0.16
H -4.42923 3.02877 -1.72688 0.33
H -5.70720 2.04003 -2.44185 0.35
H -4.99786 -0.65993 -2.12912 0.30
H -4.81055 -2.28678 -0.27526 0.33
H -4.20585 -1.51598 1.99288 0.21
H -3.80327 0.89840 2.39748 0.28
H -4.00960 2.51135 0.54493 0.23
C 0.35386 3.85154 2.48447 -0.96
N 1.27186 3.33314 1.48181 0.21
C 2.65038 3.74988 1.66181 -1.04
P 0.96554 1.84544 0.82402 -0.57
O -0.48840 1.61426 0.74191 0.01
O 1.72425 0.81865 1.80930 -0.34
P 1.57138 -0.81056 1.78962 1.08
O 1.08908 -1.25424 0.47358 -0.87
N 3.07753 -1.38017 2.10271 0.52
C 3.78888 -1.07213 3.32428 -1.22
C 3.74157 -2.29602 1.19081 -0.97
N 0.73630 -1.03907 3.18719 0.27
C 0.70686 -2.39552 3.74736 -1.06
C -0.50665 -0.30962 3.44079 -0.44
N 1.81851 1.77832 -0.57068 0.82
C 2.92027 0.88041 -0.88000 -0.98
C 1.21768 2.42853 -1.73380 -0.96
H 0.37908 4.94341 2.46192 0.39
H 0.62258 3.52303 3.49669 0.29
H -0.65330 3.51320 2.25584 0.19
H 2.70526 4.84094 1.66148 0.36
H 3.25854 3.37595 0.83958 0.26
H 3.07198 3.38297 2.60612 0.27
H 3.24693 -0.32255 3.89686 0.28
H 4.78570 -0.68278 3.09407 0.34
H 3.90795 -1.96359 3.95067 0.34
H 3.11402 -2.46139 0.31942 0.23
H 3.92087 -3.25953 1.67880 0.34
H 4.70548 -1.88516 0.87288 0.27
H 1.58452 -2.95714 3.43347 0.31
H -0.17260 -2.94159 3.41075 0.25
H 0.70552 -2.31912 4.83820 0.33
H -0.43216 0.71425 3.08293 0.00
H -0.67723 -0.29744 4.51963 0.41
H -1.35595 -0.79484 2.95422 0.12
H 3.40247 0.53533 0.03205 0.27
H 3.66126 1.42509 -1.47313 0.44
H 2.58060 0.01104 -1.44623 0.18
H 0.41772 3.09698 -1.42020 0.33
H 0.79293 1.69424 -2.42141 0.09
H 1.97798 3.01280 -2.25934 0.35
F 2.64003 -1.83898 -6.63890 -0.33
C 1.52438 -1.44255 -6.00122 0.39
C 1.52026 -1.25997 -4.63192 -0.09
F 2.64848 -1.47263 -3.93185 -0.31
C 0.36489 -0.85462 -3.99581 -0.26
F 0.44320 -0.69274 -2.65715 0.05
C -0.84360 -0.59230 -4.65226 0.18
S -2.25559 -0.06004 -3.80964 -0.52
C -0.78780 -0.79437 -6.03899 0.39
F -1.87813 -0.58045 -6.78957 -0.37
C 0.35398 -1.20605 -6.69962 0.23
F 0.34192 -1.37882 -8.03255 -0.32
F -1.39706 -3.62730 -0.44025 -0.44
B -1.47870 -3.90181 0.94027 0.58
F -0.23228 -4.31427 1.42575 -0.41
F -2.45577 -4.86380 1.18809 -0.35
F -1.85235 -2.68557 1.60840 -0.34
```

no.,strongest force on any atom (eV Å⁻¹),electronic energy (eV)
1,0.18,-225500.4655
2,5.90,-9437.0401
3,1.18,-121825.6685
4,0.22,-89616.8353